This record from the OMol25 dataset describes a cluster of 11 separate species, C48H127N9O15 in total at a distorted geometry. The level of theory is ωB97M-V/def2-TZVPD.

Each atom is followed by the atoms it is bonded to, with distances in Å.
Cartesian coordinates (Å):
1 C 2.979 6.086 -0.201  O2 1.420, H7 1.092, H8 1.096, H9 1.086
2 O 2.568 7.340 0.324  C1 1.420, C3 1.400
3 C 2.071 7.283 1.632  O2 1.400, C4 1.533, H10 1.095, H11 1.092
4 C 0.689 6.624 1.708  C3 1.533, C5 1.550, N6 1.462, H12 1.092
5 C -0.349 7.390 0.850  C4 1.550, H13 1.091, H14 1.094, H15 1.092
6 N 0.254 6.653 3.103  C4 1.462, H16 1.013, H17 1.016
7 H 2.153 5.380 -0.306  C1 1.092
8 H 3.733 5.691 0.489  C1 1.096
9 H 3.465 6.254 -1.158  C1 1.086
10 H 2.759 6.775 2.315  C3 1.095
11 H 1.920 8.308 1.977  C3 1.092
12 H 0.726 5.605 1.318  C4 1.092
13 H -0.273 8.474 0.951  C5 1.091
14 H -1.353 7.096 1.168  C5 1.094
15 H -0.307 7.139 -0.211  C5 1.092
16 H -0.722 6.390 3.171  N6 1.013
17 H 0.291 7.602 3.464  N6 1.016
18 C 4.050 -4.491 -0.592  O19 1.401, H24 1.098, H25 1.087, H26 1.098
19 O 3.984 -3.199 -1.129  C18 1.401, C20 1.415
20 C 2.654 -2.717 -1.171  O19 1.415, C21 1.528, H27 1.096, H28 1.097
21 C 2.610 -1.493 -2.085  C20 1.528, C22 1.518, N23 1.460, H29 1.097
22 C 3.386 -0.292 -1.577  C21 1.518, H30 1.089, H31 1.097, H32 1.091
23 N 1.272 -1.082 -2.499  C21 1.460, H33 1.019, H34 1.018
24 H 3.556 -4.616 0.381  C18 1.098
25 H 5.095 -4.767 -0.481  C18 1.087
26 H 3.554 -5.247 -1.214  C18 1.098
27 H 1.981 -3.447 -1.634  C20 1.096
28 H 2.387 -2.416 -0.150  C20 1.097
29 H 3.149 -1.788 -2.995  C21 1.097
30 H 4.469 -0.414 -1.572  C22 1.089
31 H 3.059 -0.037 -0.561  C22 1.097
32 H 3.200 0.592 -2.190  C22 1.091
33 H 0.718 -0.802 -1.691  N23 1.019
34 H 0.717 -1.842 -2.885  N23 1.018
35 C -3.303 2.471 -3.134  O36 1.403, H41 1.087, H42 1.101, H43 1.096
36 O -2.751 2.577 -4.419  C35 1.403, C37 1.401
37 C -3.447 1.814 -5.365  O36 1.401, C38 1.516, H44 1.104, H45 1.100
38 C -2.840 1.872 -6.753  C37 1.516, C39 1.526, N40 1.476, H46 1.094
39 C -2.704 3.286 -7.309  C38 1.526, H47 1.094, H48 1.094, H49 1.093
40 N -3.608 1.119 -7.765  C38 1.476, H50 1.020, H51 1.016
41 H -2.825 3.099 -2.387  C35 1.087
42 H -3.194 1.446 -2.746  C35 1.101
43 H -4.388 2.628 -3.147  C35 1.096
44 H -3.417 0.758 -5.043  C37 1.104
45 H -4.527 1.998 -5.465  C37 1.100
46 H -1.822 1.480 -6.663  C38 1.094
47 H -3.615 3.819 -7.594  C39 1.094
48 H -2.122 3.241 -8.234  C39 1.094
49 H -2.215 4.013 -6.654  C39 1.093
50 H -3.607 0.133 -7.503  N40 1.020
51 H -3.047 1.122 -8.612  N40 1.016
52 C -2.920 -9.259 1.363  O53 1.394, H58 1.099, H59 1.091, H60 1.099
53 O -2.619 -8.384 2.406  C52 1.394, C54 1.419
54 C -1.360 -8.696 2.984  O53 1.419, C55 1.521, H61 1.100, H62 1.097
55 C -1.039 -7.744 4.126  C54 1.521, C56 1.514, N57 1.473, H63 1.098
56 C -0.996 -6.286 3.724  C55 1.514, H64 1.087, H65 1.097, H66 1.098
57 N 0.292 -8.088 4.654  C55 1.473, H67 1.019, H68 1.017
58 H -2.261 -9.164 0.488  C52 1.099
59 H -3.935 -9.068 1.010  C52 1.091
60 H -2.886 -10.315 1.669  C52 1.099
61 H -1.414 -9.726 3.365  C54 1.100
62 H -0.590 -8.688 2.203  C54 1.097
63 H -1.806 -7.868 4.903  C55 1.098
64 H -1.852 -5.858 3.208  C56 1.087
65 H -0.068 -6.079 3.176  C56 1.097
66 H -0.810 -5.626 4.582  C56 1.098
67 H 0.252 -9.050 4.987  N57 1.019
68 H 0.395 -7.515 5.488  N57 1.017
69 C -0.576 2.924 4.148  O70 1.405, H75 1.096, H76 1.101, H77 1.090
70 O -0.593 2.266 5.389  C69 1.405, C71 1.417
71 C -0.284 0.883 5.343  O70 1.417, C72 1.544, H78 1.098, H79 1.091
72 C -1.485 -0.019 4.983  C71 1.544, C73 1.533, N74 1.478, H80 1.092
73 C -2.613 0.112 6.013  C72 1.533, H81 1.092, H82 1.090, H83 1.090
74 N -1.044 -1.429 5.015  C72 1.478, H84 1.022, H85 1.019
75 H -1.343 2.509 3.485  C69 1.096
76 H 0.408 2.844 3.662  C69 1.101
77 H -0.705 3.991 4.325  C69 1.090
78 H 0.431 0.750 4.519  C71 1.098
79 H 0.180 0.633 6.298  C71 1.091
80 H -1.740 0.177 3.939  C72 1.092
81 H -3.472 -0.501 5.736  C73 1.092
82 H -2.905 1.163 6.004  C73 1.090
83 H -2.334 -0.253 7.001  C73 1.090
84 H -0.679 -1.509 5.966  N74 1.022
85 H -0.237 -1.656 4.436  N74 1.019
86 C 1.612 -4.130 -4.928  O87 1.396, H95 1.095, H96 1.097, H97 1.097
87 O 0.862 -2.970 -4.733  C86 1.396, C88 1.414
88 C 0.587 -2.294 -5.944  O87 1.414, C89 1.530, H98 1.100, H99 1.097
89 C 0.030 -0.888 -5.711  C88 1.530, N90 1.451, H100 1.104, H101 1.091
90 N 1.050 0.008 -5.200  C89 1.451, C91 1.447, H102 1.030
91 C 0.548 1.364 -5.153  N90 1.447, C92 1.529, H103 1.105, H104 1.093
92 C 1.566 2.269 -4.457  C91 1.529, O93 1.400, H105 1.098, H106 1.098
93 O 2.769 2.330 -5.171  C92 1.400, C94 1.398
94 C 3.720 3.184 -4.605  O93 1.398, H107 1.103, H108 1.087, H109 1.098
95 H 2.559 -3.953 -5.450  C86 1.095
96 H 1.057 -4.956 -5.391  C86 1.097
97 H 1.923 -4.528 -3.955  C86 1.097
98 H -0.142 -2.912 -6.490  C88 1.100
99 H 1.450 -2.161 -6.607  C88 1.097
100 H -0.823 -1.002 -5.020  C89 1.104
101 H -0.321 -0.579 -6.697  C89 1.091
102 H 1.375 -0.273 -4.263  N90 1.030
103 H -0.339 1.463 -4.501  C91 1.105
104 H 0.327 1.776 -6.141  C91 1.093
105 H 1.783 1.783 -3.496  C92 1.098
106 H 1.069 3.238 -4.315  C92 1.098
107 H 3.318 4.211 -4.582  C94 1.103
108 H 4.606 3.210 -5.234  C94 1.087
109 H 3.953 2.945 -3.559  C94 1.098
110 C 3.236 3.184 2.038  O111 1.406, H119 1.101, H120 1.088, H121 1.095
111 O 3.462 2.125 2.935  C110 1.406, C112 1.392
112 C 3.964 2.528 4.170  O111 1.392, C113 1.523, H122 1.104, H123 1.097
113 C 3.683 1.520 5.276  C112 1.523, N114 1.475, H124 1.102, H125 1.090
114 N 4.514 0.317 5.077  C113 1.475, C115 1.468, H126 1.017
115 C 4.022 -0.772 5.930  N114 1.468, C116 1.523, H127 1.104, H128 1.089
116 C 4.884 -2.009 5.711  C115 1.523, O117 1.415, H129 1.093, H130 1.094
117 O 5.047 -2.179 4.317  C116 1.415, C118 1.398
118 C 5.232 -3.514 3.946  O117 1.398, H131 1.094, H132 1.096, H133 1.097
119 H 2.390 3.786 2.405  C110 1.101
120 H 2.943 2.795 1.066  C110 1.088
121 H 4.084 3.871 1.953  C110 1.095
122 H 3.469 3.454 4.511  C112 1.104
123 H 5.019 2.829 4.187  C112 1.097
124 H 2.621 1.237 5.204  C113 1.102
125 H 3.784 2.002 6.249  C113 1.090
126 H 4.301 0.094 4.109  N114 1.017
127 H 3.003 -1.027 5.593  C115 1.104
128 H 3.967 -0.409 6.955  C115 1.089
129 H 4.372 -2.871 6.148  C116 1.093
130 H 5.855 -1.820 6.179  C116 1.094
131 H 5.223 -3.618 2.857  C118 1.094
132 H 4.466 -4.218 4.289  C118 1.096
133 H 6.236 -3.857 4.225  C118 1.097
134 C 1.718 -2.810 2.979  O135 1.406, H143 1.092, H144 1.096, H145 1.097
135 O 0.889 -1.770 2.522  C134 1.406, C136 1.427
136 C 1.575 -0.556 2.218  O135 1.427, C137 1.514, H146 1.092, H147 1.097
137 C 0.634 0.445 1.581  C136 1.514, N138 1.447, H148 1.092, H149 1.102
138 N 0.091 -0.091 0.351  C137 1.447, C139 1.451, H150 1.013
139 C -0.768 0.763 -0.448  N138 1.451, C140 1.520, H151 1.101, H152 1.097
140 C -0.017 1.952 -1.023  C139 1.520, O141 1.416, H153 1.098, H154 1.090
141 O 0.078 3.055 -0.140  C140 1.416, C142 1.403
142 C -1.055 3.883 -0.125  O141 1.403, H155 1.098, H156 1.089, H157 1.095
143 H 1.058 -3.630 3.272  C134 1.092
144 H 2.362 -2.585 3.837  C134 1.096
145 H 2.349 -3.168 2.158  C134 1.097
146 H 2.458 -0.784 1.619  C136 1.092
147 H 1.877 -0.125 3.181  C136 1.097
148 H 1.194 1.356 1.359  C137 1.092
149 H -0.181 0.770 2.247  C137 1.102
150 H -0.317 -1.004 0.509  N138 1.013
151 H -1.732 0.997 0.029  C139 1.101
152 H -1.138 0.121 -1.257  C139 1.097
153 H -0.488 2.264 -1.965  C140 1.098
154 H 0.997 1.623 -1.256  C140 1.090
155 H -1.035 4.588 -0.965  C142 1.098
156 H -1.117 4.483 0.781  C142 1.089
157 H -1.975 3.297 -0.218  C142 1.095
158 C -4.420 1.484 0.381  O159 1.404, H167 1.090, H168 1.092, H169 1.101
159 O -4.205 0.302 -0.345  C158 1.404, C160 1.410
160 C -5.306 -0.135 -1.110  O159 1.410, C161 1.530, H170 1.096, H171 1.096
161 C -4.846 -1.139 -2.169  C160 1.530, N162 1.471, H172 1.093, H173 1.097
162 N -4.524 -2.448 -1.579  C161 1.471, C163 1.457, H174 1.015
163 C -3.567 -3.199 -2.383  N162 1.457, C164 1.539, H175 1.092, H176 1.092
164 C -2.137 -2.630 -2.402  C163 1.539, O165 1.418, H177 1.094, H178 1.098
165 O -1.525 -2.432 -1.138  C164 1.418, C166 1.425
166 C -0.963 -3.627 -0.604  O165 1.425, H179 1.095, H180 1.090, H181 1.092
167 H -3.537 1.840 0.910  C158 1.090
168 H -5.285 1.437 1.045  C158 1.092
169 H -4.563 2.315 -0.328  C158 1.101
170 H -5.782 0.686 -1.657  C160 1.096
171 H -6.022 -0.638 -0.450  C160 1.096
172 H -4.025 -0.730 -2.763  C161 1.093
173 H -5.742 -1.247 -2.795  C161 1.097
174 H -4.154 -2.187 -0.671  N162 1.015
175 H -3.976 -3.197 -3.395  C163 1.092
176 H -3.540 -4.216 -1.987  C163 1.092
177 H -2.110 -1.640 -2.867  C164 1.094
178 H -1.508 -3.235 -3.067  C164 1.098
179 H -0.613 -3.408 0.410  C166 1.095
180 H -0.074 -3.918 -1.166  C166 1.090
181 H -1.765 -4.349 -0.435  C166 1.092
182 C 0.161 6.306 -3.254  C183 1.531, H185 1.088, H186 1.091, H187 1.093
183 C -0.959 5.608 -4.030  C182 1.531, O184 1.438, H188 1.096, H189 1.092
184 O -0.908 6.112 -5.376  C183 1.438, H190 0.963
185 H 1.134 6.164 -3.719  C182 1.088
186 H 0.231 5.987 -2.212  C182 1.091
187 H -0.073 7.374 -3.268  C182 1.093
188 H -1.978 5.765 -3.657  C183 1.096
189 H -0.853 4.524 -4.106  C183 1.092
190 H -0.967 7.070 -5.300  O184 0.963
191 C -3.639 -1.972 1.929  C192 1.526, H194 1.091, H195 1.092, H196 1.091
192 C -2.653 -3.000 2.477  C191 1.526, O193 1.427, H197 1.094, H198 1.092
193 O -3.047 -3.278 3.820  C192 1.427, H199 0.973
194 H -4.671 -2.321 1.990  C191 1.091
195 H -3.405 -1.812 0.875  C191 1.092
196 H -3.597 -1.004 2.431  C191 1.091
197 H -1.663 -2.536 2.437  C192 1.094
198 H -2.725 -3.884 1.841  C192 1.092
199 H -2.375 -2.831 4.362  O193 0.973

Results
LUMO ... 0.491 eV
Electronic energy ... -3526.123041 hartree
Energy above the lowest of the compared OMol25 structures with the same formula, charge and spin ... 0.000 eV
Orbital gap ... 0.3170 Ha

Mulliken atomic charge list, values in e, 99 entries: atom 1 (C): -0.118, atom 2 (O): -0.404, atom 3 (C): -1.134, atom 4 (C): 2.428, atom 5 (C): -1.229, atom 6 (N): -0.696, atom 7 (H): -0.137, atom 8 (H): 0.249, atom 9 (H): 0.296, atom 10 (H): 0.350, atom 11 (H): 0.476, atom 12 (H): -1.324, atom 13 (H): 0.360, atom 14 (H): 0.423, atom 15 (H): 0.041, atom 16 (H): 0.322, atom 17 (H): 0.274, atom 18 (C): -0.607, atom 19 (O): -0.521, atom 20 (C): 1.238, atom 21 (C): 0.438, atom 22 (C): -0.986, atom 23 (N): 1.765, atom 24 (H): 0.156, atom 25 (H): 0.331, atom 26 (H): 0.239, atom 27 (H): 0.137, atom 28 (H): -0.927, atom 29 (H): 0.362, atom 30 (H): 0.492, atom 31 (H): -0.242, atom 32 (H): -0.014, atom 33 (H): -1.212, atom 34 (H): -0.222, atom 35 (C): -0.744, atom 36 (O): 0.088, atom 37 (C): -0.696, atom 38 (C): 1.600, atom 39 (C): -1.694, atom 40 (N): -0.763, atom 41 (H): -0.057, atom 42 (H): 0.160, atom 43 (H): 0.556, atom 44 (H): -0.017, atom 45 (H): 0.427, atom 46 (H): -0.498, atom 47 (H): 0.359, atom 48 (H): 0.420, atom 49 (H): 0.218, atom 50 (H): 0.292, atom 51 (H): 0.339, atom 52 (C): -0.766, atom 53 (O): -0.284, atom 54 (C): -0.883, atom 55 (C): 0.673, atom 56 (C): -1.584, atom 57 (N): -0.749, atom 58 (H): 0.307, atom 59 (H): 0.255, atom 60 (H): 0.305, atom 61 (H): 0.387, atom 62 (H): 0.374, atom 63 (H): 0.232, atom 64 (H): 0.352, atom 65 (H): 0.418, atom 66 (H): 0.370, atom 67 (H): 0.257, atom 68 (H): 0.278, atom 69 (C): 0.090, atom 70 (O): -0.549, atom 71 (C): -0.032, atom 72 (C): 1.341, atom 73 (C): -1.749, atom 74 (N): -0.448, atom 75 (H): -0.010, atom 76 (H): -0.003, atom 77 (H): 0.251, atom 78 (H): -0.490, atom 79 (H): 0.468, atom 80 (H): -0.424, atom 81 (H): 0.417, atom 82 (H): 0.374, atom 83 (H): 0.380, atom 84 (H): 0.367, atom 85 (H): -0.036, atom 86 (C): -0.913, atom 87 (O): 0.016, atom 88 (C): -1.278, atom 89 (C): 0.478, atom 90 (N): -0.387, atom 91 (C): -0.418, atom 92 (C): 0.301, atom 93 (O): -0.520, atom 94 (C): -0.650, atom 95 (H): 0.387, atom 96 (H): 0.291, atom 97 (H): 0.142, atom 98 (H): 0.425, atom 99 (H): 0.456